[1]
The following is a quantum chemistry calculation of a structure of composition C3H8NO7P2 at a distorted geometry, from the Open Molecules 2025 dataset.

## Properties
Lowest unoccupied orbital energy (alpha / beta) = 3.1 / 3.2 eV
Orbital gap (alpha / beta) = 6.81 / 6.76 eV
Highest occupied orbital energy (alpha / beta) = -3.667 / -3.546 eV
E_tot = -37643.1548 eV
Charge = -1

```
21
Properties=species:S:1:pos:R:3:forces:R:3
P -0.483 0.953 -0.457 -0.80 1.38 2.30
P -0.543 -1.853 -0.070 -0.17 1.04 1.89
O -0.128 2.390 -0.427 0.35 0.10 0.60
O -0.623 -1.951 -1.551 -0.49 0.52 -1.97
O -2.171 0.905 1.782 -1.42 0.38 1.10
O 0.817 -0.038 1.688 -0.96 0.02 0.01
O -3.143 0.555 -0.156 0.60 -1.94 -2.22
O -0.783 0.575 -1.929 -0.63 -0.76 -0.92
O -0.207 -3.125 0.624 0.25 0.35 0.97
N 2.666 0.969 -0.163 -1.04 -0.46 -1.71
C -1.994 0.415 0.579 1.48 -0.94 -3.15
C 0.617 -0.298 0.263 0.21 -1.26 0.66
C 1.974 -0.326 -0.371 -1.48 -0.02 -1.69
H -1.349 0.955 2.244 1.17 0.00 0.42
H -2.888 0.018 -1.018 -1.14 1.68 2.34
H 1.613 -0.508 -1.470 1.92 -0.09 1.53
H 2.503 -1.096 0.156 0.60 -0.84 -0.55
H -0.879 -0.424 -1.981 0.35 -0.61 -0.34
H 2.008 1.548 -0.696 0.86 0.73 -0.18
H 0.684 -0.847 2.215 -0.02 0.13 -0.65
H 2.309 1.185 0.737 0.36 0.57 1.53
```
Forces are in eV/Å.


[2]
The following is a quantum chemistry calculation of the ion C3H8NOS with charge -1, from the Open Molecules 2025 dataset.

## Properties
Lowest unoccupied orbital energy = 3.2 eV
Orbital gap = 5.94 eV
Highest occupied orbital energy = -2.714 eV
E_tot = -17613.2005 eV
Charge = -1
ΔE to the lowest compared entry with this formula, charge and spin = 41.64 kcal per mole

```
14
Properties=species:S:1:pos:R:3:forces:R:3
S -2.167 0.742 0.661 0.20 0.06 0.10
O 2.353 -0.699 -1.454 -0.09 0.10 0.07
N 0.937 -1.424 0.752 0.50 -0.29 0.03
C 0.342 -0.408 -0.110 -0.19 0.46 0.00
C 1.455 0.205 -1.041 0.28 -0.55 0.02
C -0.319 0.713 0.705 -0.08 0.08 -0.09
H -2.259 1.714 -0.252 -0.12 -0.04 -0.05
H -0.038 0.652 1.762 0.02 0.01 -0.28
H 1.907 1.019 -0.407 0.01 0.21 -0.12
H 0.724 -2.333 0.357 -0.25 0.00 0.08
H 1.938 -1.375 0.498 -0.17 0.07 0.05
H 0.902 0.708 -1.877 -0.06 0.26 0.17
H -0.439 -0.837 -0.731 -0.02 -0.28 -0.19
H -0.007 1.682 0.299 -0.02 -0.09 0.22
```
Forces are in eV/Å.


[3]
The following is a quantum chemistry calculation of the ion C3H8NOS with charge +1 at a distorted geometry, from the Open Molecules 2025 dataset.

## Properties
Lowest unoccupied orbital energy = -4.9 eV
Orbital gap = 9.97 eV
Highest occupied orbital energy = -14.906 eV
E_tot = -17603.0802 eV
Charge = +1
ΔE to the lowest compared entry with this formula, charge and spin = 77.30 kcal per mole

```
14
Properties=species:S:1:pos:R:3:forces:R:3
S -2.817 -0.768 0.585 0.99 2.07 0.41
O 1.185 0.888 0.822 0.40 -0.14 0.63
N -0.979 -0.543 0.736 0.02 0.87 3.60
C -0.394 -0.334 -0.540 -2.13 3.71 -1.97
C 0.731 0.673 -0.500 0.83 -1.89 0.74
C 2.089 0.231 -0.086 -1.73 1.21 -1.79
H 0.536 1.485 -1.124 0.23 1.55 -0.62
H 2.289 -0.795 -0.155 -0.08 -1.56 1.13
H 2.877 0.791 -0.508 0.87 1.04 0.30
H -0.818 -1.401 1.250 0.81 -0.70 -0.44
H -0.282 0.173 1.417 -2.32 -1.18 -1.49
H -1.240 0.201 -1.127 1.49 -1.02 0.62
H -2.971 0.584 0.286 -0.16 -1.16 0.27
H -0.205 -1.185 -1.054 0.78 -2.78 -1.39
```
Forces are in eV/Å.


[4]
The following is a quantum chemistry calculation of the ion C3H8NOS with charge +1 at a distorted geometry, from the Open Molecules 2025 dataset.

## Properties
Lowest unoccupied orbital energy = -5.2 eV
Orbital gap = 8.11 eV
Highest occupied orbital energy = -13.279 eV
E_tot = -17604.6693 eV
Charge = +1
ΔE to the lowest compared entry with this formula, charge and spin = 40.65 kcal per mole

```
14
Properties=species:S:1:pos:R:3:forces:R:3
S 1.489 0.184 -0.430 -0.35 1.01 0.41
O -0.986 -0.741 0.529 0.80 -3.80 2.61
N -1.887 1.826 -0.093 3.64 1.62 -2.59
C -0.869 1.234 -0.657 -1.02 -2.47 1.94
C -0.373 -0.224 -0.512 0.54 3.89 -1.36
C 1.947 -1.173 0.570 -2.24 -3.27 -0.80
H -0.440 -1.570 0.827 -1.76 1.90 -0.52
H -0.408 -0.690 -1.472 -0.64 -0.88 -0.69
H 1.288 -2.022 0.098 1.16 0.90 0.90
H 1.688 -1.202 1.630 0.51 0.63 -0.10
H -1.839 2.875 -0.285 -1.02 -1.83 1.07
H -0.064 1.728 -1.067 0.73 2.33 -1.79
H 2.913 -1.561 0.315 0.76 0.30 0.25
H -2.460 1.337 0.548 -1.11 -0.33 0.66
```
Forces are in eV/Å.


[5]
The following is a quantum chemistry calculation of a cluster of 2 separate species, C3H8NOS in total at a distorted geometry, from the Open Molecules 2025 dataset.

## Properties
2S+1 = 3
Lowest unoccupied orbital energy (alpha / beta) = -4.9 / -7.6 eV
Orbital gap (alpha / beta) = 7.99 / 6.89 eV
Highest occupied orbital energy (alpha / beta) = -12.876 / -14.449 eV
E_tot = -17600.8481 eV
Charge = +1
ΔE to the lowest compared entry with this formula, charge and spin = 28.33 kcal per mole

```
14
Properties=species:S:1:pos:R:3:forces:R:3
S 2.544 -0.618 -0.697 2.15 -2.13 2.50
O 1.286 0.419 -1.471 -3.58 3.49 -0.23
N -0.629 -1.002 0.215 1.39 1.08 2.13
C -1.626 -0.599 -0.772 0.14 -1.70 0.45
C 1.226 0.413 -0.160 0.00 -3.21 -1.97
C 0.910 1.315 0.936 1.11 1.26 -2.89
H 1.939 1.426 1.199 1.05 1.33 0.69
H 0.529 0.880 1.801 -1.35 -0.60 1.07
H -0.315 -1.955 0.176 -0.12 -0.45 -0.17
H 0.494 2.225 0.449 -0.06 -0.40 1.10
H -2.030 0.318 -0.318 -0.26 -0.18 -1.26
H -1.075 -0.582 -1.739 -0.78 0.77 0.44
H -2.360 -1.447 -0.838 0.12 1.24 -0.12
H -0.890 -0.793 1.219 0.18 -0.49 -1.73
```
Forces are in eV/Å.


[6]
The following is a quantum chemistry calculation of the ion C3H8NS with charge -1 at a distorted geometry, from the Open Molecules 2025 dataset.

## Properties
Lowest unoccupied orbital energy = 4.3 eV
Orbital gap = 6.59 eV
Highest occupied orbital energy = -2.324 eV
E_tot = -15566.5986 eV
Charge = -1
ΔE to the lowest compared entry with this formula, charge and spin = 10.23 kcal per mole

```
13
Properties=species:S:1:pos:R:3:forces:R:3
S -1.716 -0.511 0.003 0.52 0.39 0.47
N 1.525 -0.620 0.899 -0.82 -0.35 0.51
C -0.472 0.848 0.416 -1.54 -1.54 -1.15
C 0.942 0.461 0.069 2.22 1.03 0.30
C 1.442 0.266 -1.382 -2.14 -0.25 0.26
H 2.391 -0.261 -1.370 0.33 0.47 -0.12
H -0.492 1.135 1.467 -0.06 -0.09 0.16
H -0.851 1.684 -0.169 0.51 0.36 -0.02
H 1.401 1.231 -1.894 0.60 -0.11 -0.05
H 1.509 1.354 0.382 0.15 0.06 0.10
H 1.503 -1.481 0.371 -0.04 -0.13 -0.34
H 0.845 -0.850 1.636 0.23 0.30 -0.20
H 0.723 -0.362 -1.922 0.04 -0.15 0.08
```
Forces are in eV/Å.


[7]
The following is a quantum chemistry calculation of a cluster of 2 separate species, C3H8NS in total at a distorted geometry, from the Open Molecules 2025 dataset.

## Properties
Lowest unoccupied orbital energy = 4.1 eV
Orbital gap = 6.32 eV
Highest occupied orbital energy = -2.234 eV
E_tot = -15564.7072 eV
Charge = -1
ΔE to the lowest compared entry with this formula, charge and spin = 53.85 kcal per mole

```
13
Properties=species:S:1:pos:R:3:forces:R:3
S -1.577 -1.417 0.402 -0.24 -0.62 -0.03
N 1.143 1.684 0.313 -0.97 2.95 1.49
C 1.322 0.901 1.520 0.59 -1.37 -0.10
C -1.156 -1.957 -1.318 0.24 2.21 0.51
C 0.046 1.576 -0.319 1.19 -1.81 -0.42
H -0.317 0.542 -0.458 -1.25 0.66 0.61
H 2.078 1.318 2.193 0.44 0.11 -0.62
H -0.375 -1.240 -1.626 0.44 -0.62 -0.10
H -0.792 -2.974 -1.384 -0.21 -0.19 -0.30
H -1.942 -1.630 -2.004 -0.34 -0.98 -0.05
H -0.429 2.440 -0.788 0.49 -0.12 -0.73
H 0.447 0.903 2.169 -0.42 -0.09 -0.51
H 1.554 -0.145 1.299 0.03 -0.12 0.23
```
Forces are in eV/Å.


[8]
The following is a quantum chemistry calculation of a structure of composition C3H8NSe at a distorted geometry, from the Open Molecules 2025 dataset.

## Properties
Lowest unoccupied orbital energy = -5.1 eV
Orbital gap = 8.77 eV
Highest occupied orbital energy = -13.879 eV
E_tot = -70066.6524 eV
Charge = +1
ΔE to the lowest compared entry with this formula, charge and spin = 58.82 kcal per mole

```
13
Properties=species:S:1:pos:R:3:forces:R:3
Se 0.898 0.488 -0.519 -0.56 1.79 0.84
N -0.457 -1.492 -0.460 0.71 0.36 -0.78
C -0.219 1.816 -0.289 1.24 -0.58 0.39
C -1.284 -1.495 -1.418 1.86 -1.16 3.35
C 1.399 0.365 1.366 1.88 -0.77 -0.86
H 0.629 -0.097 1.851 -2.35 -1.21 1.03
H -0.436 2.377 0.578 0.48 -0.37 1.90
H -0.158 -2.343 -0.019 -0.73 -0.76 0.34
H -1.913 -2.266 -1.622 -1.54 -2.61 -0.78
H -0.872 2.271 -0.942 -0.81 0.21 -2.76
H 1.554 1.291 1.833 0.18 1.61 0.03
H -1.411 -0.660 -1.953 -0.51 3.44 -1.95
H 2.269 -0.254 1.593 0.13 0.06 -0.76
```
Forces are in eV/Å.